Entry from OMol25: C17H23I2N2OTi as an isolated structure at a distorted geometry (ωB97M-V with the def2-TZVPD basis set).

spin multiplicity	2
⟨S²⟩	0.925
HOMO (alpha / beta)	1.2863 / 1.7096	eV
relative energy (zero: lowest compared OMol25 entry of this formula, charge and spin)	28.70	kcal per mole
total charge	-2
calculated total energy	-2290.917501	Ha

CARTESIAN COORDINATES (ANGSTROEM)
C  2.15  -3.07  -4.28
I  1.46  -2.18  -2.23
H  3.06  -2.54  -4.53
H  1.40  -2.88  -5.03
H  2.41  -4.13  -4.20
C  -1.70  2.74  -3.32
C  -0.50  1.07  -2.39
N  -1.71  1.78  -2.34
H  -0.31  3.03  -5.01
I  1.47  2.93  -0.61
N  0.12  1.51  -3.55
H  -2.48  3.44  -3.49
Ti  1.01  0.35  -0.93
C  -0.50  -0.42  -2.36
O  -1.54  -1.04  -2.50
C  -0.58  2.55  -4.08
C  1.55  1.29  -3.68
H  2.05  2.23  -3.99
H  1.74  0.49  -4.42
H  2.03  1.02  -2.66
C  -2.49  1.88  -1.13
H  -3.53  2.12  -1.38
H  -2.16  2.68  -0.45
H  -2.45  0.91  -0.61
C  1.66  0.72  2.36
C  0.21  0.23  2.19
C  -0.60  1.35  2.90
C  -0.05  -0.02  0.70
C  -0.09  -1.00  3.07
C  -1.34  -1.60  3.01
C  -1.64  -2.70  3.82
C  -0.64  -3.20  4.69
C  0.63  -2.60  4.73
C  0.90  -1.48  3.93
H  1.78  1.64  1.77
H  2.37  -0.03  1.96
H  1.89  1.00  3.40
H  -0.45  2.32  2.40
H  -1.69  1.19  2.95
H  -0.23  1.46  3.94
H  -0.85  -0.76  0.48
H  -2.09  -1.18  2.32
H  -2.65  -3.11  3.80
H  -0.89  -4.05  5.33
H  1.39  -2.97  5.40
H  1.85  -0.99  4.02